C5H12N2O | ωB97M-V with the def2-TZVPD basis set

```
! wB97M-V def2-TZVPD RIJCOSX def2/J DEFGRID3
* xyz 0 1
C 0.625 -2.555 0.664
N -0.356 -1.425 0.442
C 1.701 1.965 0.368
C 1.118 0.615 0.849
C 0.342 -0.315 -0.143
C -0.901 0.516 -0.700
N -2.041 -0.244 -1.013
O -1.055 1.707 -0.856
H 0.397 -3.306 -0.090
H 0.466 -3.004 1.655
H 1.642 -2.153 0.746
H -0.705 -1.143 1.353
H 1.033 2.398 -0.370
H 1.532 2.671 1.202
H 2.709 1.802 -0.019
H 1.919 0.021 1.329
H 0.502 0.845 1.758
H 0.961 -0.435 -1.046
H -1.957 -1.218 -1.244
H -2.750 0.343 -1.416
*
```

Output
**SMILES**: CC[C@@H](NC)C(N)=O
**Orbital gap**: 9.828 eV

natural (NBO) atomic charge list, values in e, 2 entries: -0.429 -0.628

***

C5H12N2O | ωB97M-V with the def2-TZVPD basis set

```
! wB97M-V def2-TZVPD RIJCOSX def2/J DEFGRID3
* xyz 0 1
C 2.331 -0.925 0.244
C 1.177 1.743 0.143
N 1.306 -1.433 -0.338
O 2.283 1.238 -0.084
H 0.048 -1.434 0.228
H 1.413 -1.664 -1.320
H 2.259 -0.779 1.315
H 3.323 -0.912 -0.198
H -0.078 0.926 -0.799
H 0.921 2.716 -0.294
H 0.570 1.440 1.012
C -2.025 -0.559 0.794
C -2.074 0.533 -0.027
C -1.167 0.722 -1.159
N -1.112 -1.547 0.727
H -1.175 -2.200 1.497
H -2.728 -0.591 1.627
H -2.793 1.309 0.192
H -1.064 -0.166 -1.786
H -1.417 1.584 -1.774
*
```

Output
**SMILES**: C/C=C\N.C=N.C=O
**Orbital gap (alpha / beta)**: 7.181 / 7.182 eV

natural (NBO) atomic charge list, values in e, 2 entries: 0.081 0.230

***

C5H12N2O | ωB97M-V with the def2-TZVPD basis set

```
! wB97M-V def2-TZVPD RIJCOSX def2/J DEFGRID3
* xyz 0 1
C 0.278 -0.897 -2.183
N 0.531 -0.777 -0.760
C 1.457 -1.894 -0.418
C -0.614 -0.657 0.070
C -0.468 0.366 1.224
N -0.660 1.693 0.841
C -0.383 2.190 -0.491
O -0.277 0.052 2.372
H -0.056 -1.866 -2.509
H 1.115 -0.440 -2.757
H -0.501 -0.231 -2.574
H 1.034 -2.854 -0.735
H 1.632 -1.975 0.650
H 2.373 -1.634 -0.937
H -1.565 -0.348 -0.369
H -0.826 -1.574 0.645
H -0.384 2.291 1.612
H 0.480 1.605 -0.872
H -0.050 3.227 -0.554
H -1.252 2.119 -1.130
*
```

Output
**SMILES**: CNC(=O)CN(C)C
**Orbital gap**: 9.492 eV

natural (NBO) atomic charge list, values in e, 2 entries: -0.428 -0.455

***

C5H12N2O | ωB97M-V with the def2-TZVPD basis set

```
! wB97M-V def2-TZVPD RIJCOSX def2/J DEFGRID3
* xyz 0 1
C 1.876 1.632 -0.451
C 0.481 2.049 -0.161
C 0.729 -1.704 0.839
N 2.122 0.756 -1.310
H 2.646 2.163 0.126
H 3.109 0.551 -1.459
H 0.177 -1.062 -1.654
H 0.365 3.114 -0.392
H -0.212 1.451 -0.766
H 0.261 1.915 0.898
H 0.753 -2.794 0.786
H 1.622 -1.303 0.354
H 0.698 -1.412 1.889
C -2.751 -0.616 0.420
O -1.533 -1.055 0.987
C -0.507 -1.208 0.133
N -0.659 -0.956 -1.093
H -2.652 0.399 0.043
H -3.033 -1.264 -0.404
H -3.491 -0.655 1.214
*
```

Output
**SMILES**: [H]/N=C(\C)OC.[H]/N=C/C
**Orbital gap**: 10.626 eV

natural (NBO) atomic charge list, values in e, 2 entries: 0.159 -0.693

***

C5H12N2O | ωB97M-V with the def2-TZVPD basis set

```
! wB97M-V def2-TZVPD RIJCOSX def2/J DEFGRID3
* xyz 0 1
C 2.700 -0.404 -0.671
C 1.480 -1.255 -0.407
N 0.654 -0.814 0.768
C -1.510 -0.419 1.813
C -0.718 -0.457 0.500
C -0.882 0.861 -0.305
N -1.220 0.686 -1.650
O -0.833 1.974 0.151
H 2.509 0.412 -1.323
H 3.559 -1.010 -0.935
H 3.131 0.053 0.302
H 0.822 -1.143 -1.367
H 1.683 -2.320 -0.262
H 1.213 -0.142 1.262
H -1.787 -1.381 2.272
H -2.365 0.204 1.586
H -0.861 0.014 2.600
H -1.254 -1.206 -0.119
H -1.414 1.506 -2.185
H -0.942 -0.106 -2.191
*
```

Output
**SMILES**: CCN[C@@H](C)C(N)=O
**Orbital gap**: 9.640 eV

natural (NBO) atomic charge list, values in e, 2 entries: -0.632 -0.210

***

C5H12N2O | ωB97M-V with the def2-TZVPD basis set

```
! wB97M-V def2-TZVPD RIJCOSX def2/J DEFGRID3
* xyz 0 1
C -1.242 -1.079 0.272
N 0.227 -1.136 0.195
C 0.732 0.091 0.987
C 2.295 0.269 0.787
C 2.566 0.730 -0.588
O 1.820 1.417 -1.208
C -1.992 0.349 -0.081
N -2.050 0.616 -1.528
H -1.650 -1.478 1.241
H -1.738 -1.892 -0.435
H 0.422 -0.983 -0.812
H 0.498 -0.231 2.078
H 0.130 0.926 0.836
H 2.530 1.064 1.522
H 2.740 -0.706 1.059
H 3.449 0.244 -1.012
H -1.500 1.328 0.417
H -3.043 0.104 0.328
H -1.332 -0.013 -2.023
H -2.861 0.379 -2.037
*
```

Output
**SMILES**: NCCNCCC=O
**Orbital gap**: 9.850 eV

natural (NBO) atomic charge list, values in e, 2 entries: -0.250 -0.628

***

C5H12N2O | ωB97M-V with the def2-TZVPD basis set

```
! wB97M-V def2-TZVPD RIJCOSX def2/J DEFGRID3
* xyz 0 1
C -1.712 -0.406 -0.088
C -1.917 1.070 -0.413
C -1.042 -1.232 -1.254
N 0.159 -0.796 -1.694
O -1.609 -2.188 -1.727
H 0.478 0.149 -1.478
H 0.534 -1.257 -2.509
H -2.685 -0.890 0.023
H -1.251 -0.554 0.889
H -2.589 1.516 0.317
H -2.365 1.184 -1.400
H -0.982 1.625 -0.388
C 2.233 -0.436 1.585
C 1.353 0.454 0.773
N 1.400 1.699 0.603
H 2.198 2.162 1.042
H 0.446 -0.061 0.389
H 2.959 0.122 2.178
H 1.624 -1.055 2.243
H 2.769 -1.105 0.910
*
```

Output
**SMILES**: [H]/N=C\C.CCC(N)=O
**Orbital gap**: 10.522 eV

natural (NBO) atomic charge list, values in e, 2 entries: -0.512 -0.621

***

C5H12N2O | ωB97M-V with the def2-TZVPD basis set

```
! wB97M-V def2-TZVPD RIJCOSX def2/J DEFGRID3
* xyz 0 1
C -2.250 -0.073 -0.515
C -0.751 0.133 -0.492
C -0.116 0.152 -1.706
O 0.338 1.867 0.561
H 0.123 2.170 -0.332
H -2.675 -0.231 0.479
H -2.749 0.787 -0.969
H -2.512 -0.967 -1.089
H -0.685 0.229 -2.626
H 0.917 0.465 -1.814
N 2.308 0.234 0.519
N 0.195 -1.839 0.677
C 1.091 0.506 1.131
C -0.098 -0.421 0.815
H 2.816 1.085 0.301
H 0.515 -2.230 1.558
H 0.920 -1.960 -0.030
H 2.235 -0.393 -0.275
H 1.197 0.755 2.185
H -0.822 -0.269 1.623
*
```

Output
**SMILES**: C=C(C)[C@@H](N)[C@@H](N)O
**Orbital gap**: 9.545 eV

natural (NBO) atomic charge list, values in e, 2 entries: -0.665 0.123

***

C5H12N2O | ωB97M-V with the def2-TZVPD basis set

```
! wB97M-V def2-TZVPD RIJCOSX def2/J DEFGRID3
* xyz 0 1
C -1.009 -0.412 0.063
C 1.587 -0.576 -0.527
C 0.346 0.826 -1.645
C -0.969 -0.953 1.493
C 0.189 0.518 -0.236
N -2.184 0.417 -0.233
O 2.808 0.036 -0.322
N 0.517 1.402 0.727
H 2.772 0.489 0.532
H -1.008 -1.241 -0.653
H -2.140 1.254 0.342
H -3.036 -0.072 0.025
H 1.243 2.037 0.391
H 1.313 -1.244 0.290
H 1.640 -1.187 -1.425
H 0.272 0.113 -2.457
H 0.571 1.849 -1.926
H -1.913 -1.457 1.715
H -0.161 -1.671 1.650
H -0.836 -0.129 2.193
*
```

Output
**Orbital gap (alpha / beta)**: 7.902 / 7.023 eV

natural (NBO) atomic charge list, values in e, 2 entries: -0.055 0.023

***

C5H12N2O | ωB97M-V with the def2-TZVPD basis set

```
! wB97M-V def2-TZVPD RIJCOSX def2/J DEFGRID3
* xyz 1 2
O -2.311 -1.355 0.189
C -1.342 -1.129 0.845
C -0.159 -0.266 0.412
C 0.118 0.745 1.519
C 1.497 0.557 2.203
N -0.340 0.325 -0.920
C -0.136 -0.593 -2.044
N 0.119 0.308 -3.171
H -1.210 -1.653 1.817
H 0.756 -0.868 0.344
H 0.081 1.778 1.145
H -0.662 0.788 2.291
H 1.445 1.097 3.153
H 2.269 1.005 1.584
H 1.688 -0.492 2.453
H -1.227 0.828 -0.950
H -0.977 -1.264 -2.209
H 0.782 -1.107 -1.746
H -0.427 0.007 -3.974
H 0.038 1.290 -2.941
*
```

Output
**Orbital gap (alpha / beta)**: 11.416 / 5.583 eV
**<S²>**: 0.76

natural (NBO) atomic charge list, values in e, 2 entries: -0.456 0.437

***

C5H12N2O | ωB97M-V with the def2-TZVPD basis set

```
! wB97M-V def2-TZVPD RIJCOSX def2/J DEFGRID3
* xyz 2 3
C -1.881 1.657 1.233
C -0.144 -1.686 -0.202
C -0.168 0.838 -0.358
C 0.243 -1.319 -1.622
C 1.989 -0.371 -0.014
N -0.604 1.015 1.042
N 0.551 -0.363 -0.485
O 0.080 0.580 1.937
H -2.460 1.094 2.060
H -2.470 1.967 0.352
H 0.422 -2.401 0.373
H -1.548 2.539 1.823
H -0.987 0.862 -1.153
H 0.524 1.577 -0.602
H -0.461 -1.249 -2.442
H 0.986 -1.853 -2.076
H -1.216 -1.541 -0.134
H 2.585 0.129 -0.653
H 2.063 -0.073 0.974
H 2.498 -1.403 -0.053
*
```

Output
**Orbital gap (alpha / beta)**: 12.755 / 7.618 eV
**<S²>**: 2.01

natural (NBO) atomic charge list, values in e, 2 entries: -0.490 -0.204

***

Let's list energy above the lowest of the compared OMol25 structures with the same formula, charge and spin in order: 172.5, 449.4, 185.1, 182.5, 138.7, 333.8, 132.3, 357.9, 536.2, 154.0, 0.0 kJ/mol.
Let's list largest force on an atom in order: 4.40, 2.36, 2.66, 1.21, 3.32, 4.48, 1.77, 3.78, 1.57, 3.88, 4.80 eV/Å.